(1)
Formula: C13H17O
Source: the OMol25 dataset
Level of theory: ωB97M-V/def2-TZVPD

The geometry in ORCA input format:
```
! wB97M-V def2-TZVPD RIJCOSX def2/J DEFGRID3
* xyz 1 1
C -2.65 -0.54 -1.20
C -1.93 0.64 -1.35
C -2.11 -1.59 -0.47
C -0.85 -1.45 0.10
C -0.69 0.71 -0.74
C 0.72 -1.96 2.03
C 1.36 -2.48 0.80
C 1.19 2.91 -2.09
C 2.09 2.22 -1.08
C -0.16 -2.47 0.89
C 0.77 2.71 -0.71
C -0.87 -3.79 1.08
C 0.21 3.50 0.37
O -0.20 -0.29 -0.06
H -3.63 -0.64 -1.65
H -2.31 1.47 -1.91
H -2.66 -2.51 -0.35
H 0.73 -2.57 2.92
H 0.74 -0.90 2.22
H 1.84 -1.78 0.13
H 1.83 -3.45 0.83
H 1.40 3.92 -2.41
H 0.77 2.31 -2.89
H 2.27 1.16 -1.21
H 2.95 2.74 -0.68
H -1.83 -3.64 1.58
H -0.26 -4.44 1.70
H -1.04 -4.28 0.12
H 0.90 4.32 0.58
H 0.13 2.92 1.29
H -0.76 3.92 0.11
*
```

Computed properties:
**M**: 189.28 g mol⁻¹
**E**: -580.3763 Ha
**Frontier orbital gap**: 8.83 eV
**E_LUMO**: -3.98 eV
**F_max**: 3.88 eV Å⁻¹

(2)
Formula: C4H15NO6S
Source: the OMol25 dataset
Level of theory: ωB97M-V/def2-TZVPD

The geometry in ORCA input format:
```
! wB97M-V def2-TZVPD RIJCOSX def2/J DEFGRID3
* xyz -2 1
C -0.66 -2.71 0.43
N -1.05 -1.31 0.44
C 0.20 -0.35 0.44
C 0.79 -0.18 1.84
S 2.25 -1.26 2.18
C -0.26 0.98 -0.17
O -0.87 1.78 0.61
O 0.00 1.17 -1.39
H 0.33 -3.07 0.89
H -1.20 -3.50 1.09
H -0.89 -2.92 -0.62
H -1.39 -1.01 1.36
H 0.96 -0.87 -0.21
H 0.04 -0.27 2.59
H 1.28 0.80 1.68
H 1.25 1.15 -3.08
H 0.02 0.71 -3.83
O 0.96 0.68 -3.92
H -0.94 2.63 -1.51
H -1.55 3.48 -0.46
O -1.42 3.49 -1.45
H -2.01 2.15 1.66
H -2.52 1.16 2.78
O -2.40 2.08 2.59
H 1.11 -3.14 -1.85
H 0.75 -2.39 -2.96
O 0.74 -3.33 -2.72
*
```

Computed properties:
**M**: 205.23 g mol⁻¹
**E**: -1065.7891 Ha
**Frontier orbital gap**: 5.73 eV
**E_LUMO**: 5.62 eV
**F_max**: 3.02 eV Å⁻¹

(3)
Formula: C34H47ClFeIN5O4S2Si
Source: the OMol25 dataset
Level of theory: ωB97M-V/def2-TZVPD

The geometry in ORCA input format:
```
! wB97M-V def2-TZVPD RIJCOSX def2/J DEFGRID3
* xyz 0 5
Fe 0.01 0.23 -0.05
N 2.77 0.40 -0.70
C 3.08 1.68 -1.05
C 4.37 2.19 -0.97
C 4.65 3.50 -1.36
C 3.67 4.31 -1.89
C 2.35 3.85 -1.96
C 1.28 4.63 -2.45
C 0.00 4.15 -2.39
C -0.21 2.89 -1.81
N 0.76 2.12 -1.38
C 2.03 2.55 -1.48
H 2.03 -0.06 -1.23
H 3.55 -0.20 -0.45
H 5.17 1.56 -0.61
H 5.66 3.88 -1.27
H 3.90 5.30 -2.25
H 1.50 5.61 -2.87
H -0.83 4.72 -2.77
H -1.21 2.49 -1.69
C -1.05 -3.61 1.19
C -2.01 -2.46 0.88
C -2.08 -1.54 2.10
C -3.40 -2.97 0.51
O -1.50 -1.69 -0.21
Si -1.34 -2.14 -1.78
S 0.04 -0.72 -2.45
O -2.75 -2.22 -2.60
C -3.57 -1.42 -3.42
C -4.46 -2.41 -4.19
C -2.74 -0.58 -4.40
C -4.43 -0.50 -2.55
O -0.80 -3.66 -1.79
C -0.62 -4.61 -2.83
C 0.67 -5.37 -2.50
C -1.83 -5.54 -2.82
C -0.49 -3.94 -4.20
H -1.36 -4.14 2.09
H -0.05 -3.20 1.33
H -1.01 -4.30 0.35
H -2.49 -2.07 2.95
H -2.71 -0.67 1.88
H -1.08 -1.19 2.33
H -3.82 -3.54 1.34
H -3.34 -3.61 -0.37
H -4.05 -2.13 0.30
H -3.84 -3.09 -4.77
H -5.13 -1.88 -4.86
H -5.04 -2.99 -3.48
H -2.09 -1.23 -4.99
H -2.10 0.12 -3.86
H -3.40 -0.04 -5.07
H -5.03 -1.10 -1.87
H -5.09 0.09 -3.18
H -3.78 0.16 -1.97
H 0.61 -5.80 -1.50
H 1.51 -4.69 -2.53
H 0.83 -6.17 -3.22
H -1.90 -6.06 -1.87
H -1.75 -6.27 -3.62
H -2.73 -4.95 -2.96
H 0.28 -3.18 -4.17
H -1.43 -3.47 -4.46
H -0.23 -4.69 -4.94
Cl 1.45 2.21 6.69
C 1.37 1.38 5.16
C 1.74 0.06 5.08
C 1.66 -0.61 3.87
I 2.21 -2.64 3.73
C 1.22 -0.02 2.68
O 1.14 -0.65 1.58
C 0.81 1.36 2.79
N 0.32 1.92 1.67
C -0.06 3.17 1.71
C -0.01 3.96 2.86
C 0.47 3.41 4.02
C 0.89 2.07 4.03
H 2.09 -0.45 5.97
H -0.43 3.59 0.78
H -0.35 4.98 2.83
H 0.53 3.99 4.93
S -2.75 1.54 0.45
C -4.05 2.27 -0.31
N -3.88 3.33 -1.13
C -4.98 4.08 -1.71
C -6.16 3.14 -1.94
C -6.49 2.43 -0.63
N -5.29 1.80 -0.11
H -2.95 3.71 -1.19
H -4.64 4.51 -2.65
H -5.28 4.90 -1.04
H -5.89 2.40 -2.69
H -7.02 3.71 -2.29
H -7.24 1.66 -0.79
H -6.89 3.15 0.10
H -5.38 1.04 0.54
*
```

Computed properties:
**M**: 900.20 g mol⁻¹
**E**: -5006.3130 Ha
**Frontier orbital gap (spin up / spin down)**: 7.03 / 7.02 eV
**E_LUMO (spin up / spin down)**: 0.01 / -0.01 eV
**F_max**: 1.67 eV Å⁻¹
**<S²>**: 6.0077

(4)
Formula: C18H38F5N3O9S
Source: the OMol25 dataset
Level of theory: ωB97M-V/def2-TZVPD

The geometry in ORCA input format:
```
! wB97M-V def2-TZVPD RIJCOSX def2/J DEFGRID3
* xyz 0 1
C -1.49 -2.39 -0.86
C -0.87 -2.34 0.67
C 0.74 -2.70 0.74
O 1.59 -1.53 0.40
O 2.13 -1.68 -0.78
C 1.57 -0.67 -1.68
O 1.25 -1.09 -2.94
N 1.32 0.79 -1.38
S 2.50 1.80 -2.18
O 3.96 1.26 -1.94
O 2.24 1.67 -3.73
C 2.34 3.64 -1.79
F 0.94 4.16 -1.89
F 3.11 4.35 -2.89
C 3.05 4.10 -0.38
F 4.53 4.33 -0.62
F 2.88 3.11 0.72
F 2.47 5.42 0.01
H -2.61 -2.76 -0.74
H -1.56 -1.32 -1.35
H -0.88 -3.08 -1.60
H -1.43 -3.06 1.42
H -0.96 -1.20 1.01
H 1.01 -3.00 1.85
H 1.04 -3.59 0.03
H 1.24 0.98 -0.35
C 5.11 1.40 2.06
O 5.92 1.74 3.18
C 5.41 2.84 3.94
C 4.88 2.37 5.31
N 3.65 1.59 5.16
C 3.25 0.87 6.38
C 4.23 -0.20 6.92
O 4.36 -1.35 6.09
C 5.29 -1.20 5.02
H 5.67 0.69 1.44
H 4.19 0.92 2.38
H 4.88 2.28 1.46
H 4.65 3.41 3.39
H 6.26 3.52 4.12
H 4.68 3.24 5.94
H 5.67 1.78 5.77
H 3.77 0.90 4.42
H 2.30 0.37 6.15
H 3.04 1.60 7.17
H 3.80 -0.57 7.86
H 5.21 0.21 7.18
H 6.13 -0.55 5.28
H 4.78 -0.82 4.13
H 5.68 -2.19 4.77
C -5.70 -1.93 -6.67
O -6.32 -0.79 -6.09
C -7.57 -1.09 -5.46
C -7.45 -0.98 -3.93
N -6.64 -2.07 -3.38
C -6.25 -1.86 -1.98
C -5.37 -0.64 -1.65
O -4.05 -0.71 -2.18
C -3.94 -0.30 -3.54
H -4.86 -1.58 -7.29
H -5.29 -2.59 -5.90
H -6.39 -2.48 -7.31
H -7.97 -2.06 -5.76
H -8.28 -0.33 -5.80
H -8.45 -1.02 -3.49
H -7.01 0.00 -3.71
H -5.79 -2.16 -3.93
H -5.70 -2.76 -1.67
H -7.16 -1.83 -1.36
H -5.25 -0.61 -0.56
H -5.85 0.31 -1.92
H -4.64 0.49 -3.80
H -4.06 -1.16 -4.20
H -2.93 0.08 -3.70
*
```

Computed properties:
**M**: 567.57 g mol⁻¹
**E**: -2447.0552 Ha
**Frontier orbital gap**: 6.99 eV
**E_LUMO**: -1.80 eV
**F_max**: 10.74 eV Å⁻¹
**SMILES string**: CCCOOC(=O)NS(=O)(=O)C(F)(F)C(F)(F)F.COCCNCCOC.COCCNCCOC

(5)
Formula: C11H16N4O4S
Source: the OMol25 dataset
Level of theory: ωB97M-V/def2-TZVPD

The geometry in ORCA input format:
```
! wB97M-V def2-TZVPD RIJCOSX def2/J DEFGRID3
* xyz 0 1
C -1.60 -0.76 -2.40
N -1.36 -1.04 -1.03
C -2.26 -0.33 -0.15
C -2.30 -0.99 1.20
C -0.90 -1.18 1.73
N -0.08 -1.84 0.73
C 1.08 -2.43 1.30
C -0.29 -1.70 -0.58
C 0.51 -2.49 -1.53
H -1.46 -1.62 -3.06
H -2.65 -0.43 -2.55
H -0.94 0.07 -2.74
H -1.90 0.72 -0.07
H -3.26 -0.30 -0.59
H -2.87 -0.36 1.90
H -2.81 -1.97 1.13
H -0.43 -0.21 1.98
H -0.92 -1.78 2.65
H 1.36 -3.38 0.84
H 1.94 -1.73 1.25
H 0.91 -2.66 2.38
H 1.53 -2.75 -1.15
H 0.39 -2.24 -2.60
O -3.94 -6.45 -3.45
N -3.47 -6.07 -2.34
O -4.08 -6.17 -1.27
C -2.13 -5.49 -2.36
C -1.46 -5.36 -3.58
C -0.19 -4.82 -3.24
N 0.78 -4.31 -4.18
O 1.76 -3.70 -3.72
O 0.67 -4.54 -5.40
C 0.01 -4.29 -1.91
S -1.28 -4.84 -0.94
H -1.83 -5.70 -4.54
H 1.05 -4.40 -1.46
*
```

Computed properties:
**M**: 300.34 g mol⁻¹
**E**: -1346.6244 Ha
**Frontier orbital gap**: 6.42 eV
**E_LUMO**: -0.49 eV
**F_max**: 3.14 eV Å⁻¹

(6)
Formula: C19H39HfO3P3
Source: the OMol25 dataset
Level of theory: ωB97M-V/def2-TZVPD

The geometry in ORCA input format:
```
! wB97M-V def2-TZVPD RIJCOSX def2/J DEFGRID3
* xyz 4 1
P 2.72 -0.65 0.02
C 3.43 -0.95 1.69
H 4.53 -0.98 1.61
H 3.08 -1.91 2.08
H 3.15 -0.13 2.36
C 3.37 -2.16 -0.79
H 3.29 -2.07 -1.88
H 2.76 -3.01 -0.43
H 4.42 -2.33 -0.51
C 3.88 0.64 -0.57
H 4.91 0.26 -0.58
H 3.82 1.51 0.10
H 3.59 0.93 -1.59
P -0.73 2.63 -0.42
C -0.80 3.72 1.06
H -1.31 4.66 0.79
H 0.22 3.96 1.40
H -1.36 3.22 1.85
C 0.18 3.75 -1.54
H 0.07 3.42 -2.58
H 1.24 3.74 -1.25
H -0.21 4.78 -1.44
C -2.45 2.86 -1.00
H -2.64 3.93 -1.20
H -3.15 2.51 -0.23
H -2.60 2.28 -1.92
P -2.00 -1.95 0.04
C -2.81 -2.26 1.66
H -3.40 -3.19 1.58
H -3.48 -1.43 1.90
H -2.07 -2.38 2.46
C -3.48 -1.94 -1.03
H -4.17 -2.74 -0.74
H -3.18 -2.10 -2.08
H -3.97 -0.97 -0.92
C -1.32 -3.64 -0.22
H -2.15 -4.37 -0.26
H -0.64 -3.92 0.60
H -0.77 -3.65 -1.17
Hf 0.02 -0.08 -0.15
C 1.16 1.31 1.08
O 1.70 1.96 1.91
C -1.65 0.59 1.06
O -2.42 0.96 1.88
C -1.30 -0.31 -3.35
C -0.65 -1.55 -3.19
C 0.75 -1.60 -3.15
C 1.51 -0.42 -3.25
C 0.85 0.81 -3.41
C -0.55 0.87 -3.46
H -2.39 -0.26 -3.39
H -1.22 -2.47 -3.13
H 1.25 -2.57 -3.03
H 2.60 -0.46 -3.23
H 1.45 1.72 -3.49
H -1.06 1.82 -3.60
C 0.61 -2.25 4.04
C 0.22 -1.05 3.23
O 0.34 -1.41 1.76
H -0.02 -3.11 3.84
H 0.50 -1.99 5.09
H 1.66 -2.51 3.87
H -0.81 -0.73 3.37
H 0.88 -0.20 3.34
H 0.30 -2.40 1.70
*
```

Computed properties:
**M**: 586.93 g mol⁻¹
**E**: -2043.5931 Ha
**Frontier orbital gap**: 6.87 eV
**E_LUMO**: -15.40 eV
**F_max**: 8.70 eV Å⁻¹

Which formula does entry 1 have?
C13H17O

What is the E in the third record?
-5006.3130 Ha

Which of these has the highest F_max?
C18H38F5N3O9S

Copy entry 1 word for word.
Formula: C13H17O
Source: the OMol25 dataset
Level of theory: ωB97M-V/def2-TZVPD

The geometry in ORCA input format:
```
! wB97M-V def2-TZVPD RIJCOSX def2/J DEFGRID3
* xyz 1 1
C -2.65 -0.54 -1.20
C -1.93 0.64 -1.35
C -2.11 -1.59 -0.47
C -0.85 -1.45 0.10
C -0.69 0.71 -0.74
C 0.72 -1.96 2.03
C 1.36 -2.48 0.80
C 1.19 2.91 -2.09
C 2.09 2.22 -1.08
C -0.16 -2.47 0.89
C 0.77 2.71 -0.71
C -0.87 -3.79 1.08
C 0.21 3.50 0.37
O -0.20 -0.29 -0.06
H -3.63 -0.64 -1.65
H -2.31 1.47 -1.91
H -2.66 -2.51 -0.35
H 0.73 -2.57 2.92
H 0.74 -0.90 2.22
H 1.84 -1.78 0.13
H 1.83 -3.45 0.83
H 1.40 3.92 -2.41
H 0.77 2.31 -2.89
H 2.27 1.16 -1.21
H 2.95 2.74 -0.68
H -1.83 -3.64 1.58
H -0.26 -4.44 1.70
H -1.04 -4.28 0.12
H 0.90 4.32 0.58
H 0.13 2.92 1.29
H -0.76 3.92 0.11
*
```

Computed properties:
**M**: 189.28 g mol⁻¹
**E**: -580.3763 Ha
**Frontier orbital gap**: 8.83 eV
**E_LUMO**: -3.98 eV
**F_max**: 3.88 eV Å⁻¹